(1)
Molecular formula: C21H23N3O2S
Method: DFT, wB97M-V/def2-TZVPD

Results
HOMO = -7.64 eV
strongest force on any atom = 1.51 eV Å⁻¹
HOMO-LUMO gap = 8.26 eV
SMILES = COc1ccc(Oc2ncc(CN3CCN(c4ccccc4)CC3)s2)cc1
charge = 0
spin multiplicity = 1
ΔE to the lowest compared entry with this formula, charge and spin = 2.782 eV

Last columns: bonded neighbours and bond lengths (Å).
Atoms and positions in Å:
1 C 7.9325 -0.1391 -2.2450  O2 1.408, H28 1.095, H29 1.095, H30 1.089
2 O 6.6373 0.4053 -2.1541  C1 1.408, C3 1.359
3 C 5.5721 -0.4056 -2.3860  O2 1.359, C4 1.397, C27 1.392
4 C 4.3152 0.1932 -2.2760  C3 1.397, C5 1.377, H31 1.078
5 C 3.1651 -0.5344 -2.4883  C4 1.377, C6 1.391, H32 1.079
6 C 3.2544 -1.8847 -2.8082  C5 1.391, O7 1.386, C26 1.386
7 O 2.1395 -2.6603 -3.0824  C6 1.386, C8 1.323
8 C 1.0635 -2.5785 -2.3178  O7 1.323, N9 1.281, S25 1.776
9 N -0.0935 -2.9666 -2.7064  C8 1.281, C10 1.358
10 C -1.0159 -2.8695 -1.7149  N9 1.358, C11 1.356, H33 1.075
11 C -0.5734 -2.3959 -0.5239  C10 1.356, C12 1.488, S25 1.741
12 C -1.3315 -2.1422 0.7315  C11 1.488, N13 1.453, H34 1.095, H35 1.106
13 N -1.2621 -0.7382 1.0991  C12 1.453, C14 1.450, C24 1.452
14 C -1.7515 -0.4888 2.4411  N13 1.450, C15 1.534, H36 1.093, H37 1.106
15 C -1.5130 0.9810 2.8085  C14 1.534, N16 1.447, H38 1.088, H39 1.094
16 N -2.1857 1.8585 1.8746  C15 1.447, C17 1.390, C23 1.446
17 C -3.5046 2.2309 2.1061  N16 1.390, C18 1.399, C22 1.401
18 C -4.4670 2.2922 1.0932  C17 1.399, C19 1.382, H40 1.079
19 C -5.7506 2.7342 1.3545  C18 1.382, C20 1.383, H41 1.081
20 C -6.1219 3.1239 2.6281  C19 1.383, C21 1.385, H42 1.079
21 C -5.1773 3.0799 3.6402  C20 1.385, C22 1.379, H43 1.081
22 C -3.8923 2.6483 3.3860  C17 1.401, C21 1.379, H44 1.079
23 C -1.7211 1.5745 0.5355  N16 1.446, C24 1.531, H45 1.089, H46 1.095
24 C -1.9576 0.1123 0.1492  N13 1.452, C23 1.531, H47 1.092, H48 1.105
25 S 1.1277 -2.0392 -0.6271  C8 1.776, C11 1.741
26 C 4.4971 -2.4856 -2.9311  C6 1.386, C27 1.383, H49 1.078
27 C 5.6523 -1.7532 -2.7235  C3 1.392, C26 1.383, H50 1.078
28 H 8.0810 -0.9456 -1.5201  C1 1.095
29 H 8.1425 -0.5109 -3.2529  C1 1.095
30 H 8.6120 0.6801 -2.0155  C1 1.089
31 H 4.2667 1.2409 -2.0272  C4 1.078
32 H 2.2008 -0.0551 -2.4169  C5 1.079
33 H -2.0261 -3.1666 -1.9301  C10 1.075
34 H -0.8867 -2.7197 1.5488  C12 1.095
35 H -2.3724 -2.4885 0.5907  C12 1.106
36 H -1.2070 -1.1313 3.1371  C14 1.093
37 H -2.8318 -0.7115 2.5292  C14 1.106
38 H -1.8590 1.1575 3.8247  C15 1.088
39 H -0.4396 1.1885 2.7583  C15 1.094
40 H -4.2288 1.9860 0.0866  C18 1.079
41 H -6.4706 2.7635 0.5490  C19 1.081
42 H -7.1273 3.4611 2.8289  C20 1.079
43 H -5.4417 3.3940 4.6399  C21 1.081
44 H -3.1726 2.6564 4.1904  C22 1.079
45 H -2.1900 2.2509 -0.1781  C23 1.089
46 H -0.6414 1.7592 0.5244  C23 1.095
47 H -1.5600 -0.0785 -0.8502  C24 1.092
48 H -3.0413 -0.1055 0.1401  C24 1.105
49 H 4.5506 -3.5301 -3.1943  C26 1.078
50 H 6.6050 -2.2472 -2.8257  C27 1.078

(2)
Molecular formula: C10H18O2Si
Method: DFT, wB97M-V/def2-TZVPD

Results
HOMO = -8.35 eV
strongest force on any atom = 3.67 eV Å⁻¹
HOMO-LUMO gap = 9.19 eV
charge = 0
spin multiplicity = 1
ΔE to the lowest compared entry with this formula, charge and spin = 3.333 eV

Last columns: bonded neighbours and bond lengths (Å).
Atoms and positions in Å:
1 C 0.6449 -2.3412 -0.3536  C2 1.356, C5 1.501, H14 1.037
2 C 1.7021 -1.7374 -0.9497  C1 1.356, O11 1.385, H15 1.091
3 C -0.2247 -0.3252 0.8637  C4 1.367, C5 1.473, Si13 1.922
4 C 0.1602 0.3885 1.9641  C3 1.367, H16 1.027, H17 1.128
5 C -0.0414 -1.7865 0.8608  C1 1.501, C3 1.473, H18 1.129, H19 1.094
6 C 1.9548 0.6349 -0.6781  O11 1.325, O12 1.296
7 C 3.9092 1.0406 0.6412  O12 1.455, H20 1.082, H21 1.094, H22 1.112
8 C -3.3519 -0.2458 0.3075  Si13 1.924, H23 1.069, H24 1.190, H25 1.092
9 C -1.3178 -0.3139 -2.1151  Si13 1.988, H26 1.123, H27 1.052, H28 1.066
10 C -1.7479 2.2916 -0.1454  Si13 1.940, H29 1.139, H30 1.131, H31 1.065
11 O 2.2550 -0.6149 -0.3568  C2 1.385, C6 1.325
12 O 2.8123 1.4843 -0.2048  C6 1.296, C7 1.455
13 Si -1.6188 0.3593 -0.2685  C3 1.922, C8 1.924, C9 1.988, C10 1.940
14 H 0.2512 -3.1468 -0.8739  C1 1.037
15 H 2.0935 -2.1775 -1.8683  C2 1.091
16 H 0.0372 1.4064 1.9021  C4 1.027
17 H 0.8232 0.0286 2.8026  C4 1.128
18 H -1.0916 -2.1904 0.9499  C5 1.129
19 H 0.5979 -2.1455 1.6728  C5 1.094
20 H 4.8126 0.9620 0.0514  C7 1.082
21 H 3.4751 0.4702 1.4682  C7 1.094
22 H 4.1418 2.0317 1.0876  C7 1.112
23 H -3.8203 0.3219 1.0822  C8 1.069
24 H -3.9858 -0.2454 -0.7001  C8 1.190
25 H -3.3167 -1.2575 0.7165  C8 1.092
26 H -1.9376 0.1754 -2.9141  C9 1.123
27 H -0.3342 -0.0196 -2.3446  C9 1.052
28 H -1.3772 -1.3427 -2.3863  C9 1.066
29 H -2.2884 2.8737 -0.9617  C10 1.139
30 H -2.3985 2.6451 0.7091  C10 1.131
31 H -0.8183 2.7761 0.0412  C10 1.065

Number 1: LUMO level 0.62 eV. Number 2: LUMO level 0.85 eV.